The following is a DFT calculation (ωB97M-V/def2-TZVPD) of a single C4H7NO2 molecule.

Geometry as XYZ:
```
14
Properties=species:S:1:pos:R:3:forces:R:3
N 1.226079 0.307416 2.068857 0.007 0.164 -0.033
C 1.652944 0.654496 0.820674 0.137 0.059 0.088
O 2.342461 1.624851 0.582790 -0.144 -0.304 0.038
C 1.204785 -0.325885 -0.275880 -0.014 0.021 -0.018
C -0.245750 -0.636338 -0.010258 0.054 0.186 -0.461
C -2.347205 -0.245564 -0.910466 -0.354 0.006 -0.025
O -0.921008 -0.279630 -1.063778 0.265 -0.017 0.389
H 1.362913 0.988913 2.800454 0.023 -0.089 -0.074
H 0.429464 -0.314413 2.123567 0.119 0.060 0.028
H 1.802293 -1.238730 -0.155315 -0.117 0.092 0.046
H 1.408213 0.128836 -1.250622 -0.042 -0.075 0.117
H -2.589504 -0.215565 0.152758 0.002 -0.044 -0.167
H -2.676259 0.663037 -1.414854 -0.055 -0.110 0.063
H -2.794484 -1.119762 -1.385129 0.119 0.051 0.008
```
Positions in Å, forces in eV/Å.

## Properties
**LUMO level**: 0.7 eV
**ΔE to the lowest compared entry with this formula, charge and spin**: 282.7 kJ/mol
**DFT total energy**: -361.77317 a.u.
**Frontier orbital gap**: 9.67 eV

These are the Mulliken partial charges, in e, on atoms 1 to 2: number 1, N, carries -0.365; number 2, C, carries 0.368